{"formula": "C25H57N4O9P2", "method": "ωB97M-V/def2-TZVPD", "charge": -1, "homo_lumo_gap_ha": 0.2198, "energy_ev": -69818.16791, "largest_force_ev_per_a": 2.9, "elements": ["C", "C", "C", "C", "C", "C", "C", "C", "C", "C", "P", "C", "P", "O", "O", "O", "O", "C", "C", "O", "H", "H", "H", "H", "H", "H", "H", "H", "H", "H", "H", "H", "H", "H", "H", "H", "H", "H", "H", "H", "H", "H", "H", "H", "H", "H", "H", "H", "H", "C", "C", "O", "N", "C", "H", "H", "H", "H", "H", "H", "H", "C", "C", "O", "N", "C", "H", "H", "H", "H", "H", "H", "H", "C", "C", "O", "N", "C", "H", "H", "H", "H", "H", "H", "H", "C", "C", "O", "N", "C", "H", "H", "H", "H", "H", "H", "H"], "positions_angstrom": [[7.636, 1.267, 3.173], [6.947, 1.148, 1.809], [6.934, 2.441, 0.961], [6.392, 0.040, 1.377], [6.376, -1.227, 2.228], [5.140, -2.126, 1.992], [3.814, -1.683, 2.713], [3.396, -2.800, 3.706], [3.847, -0.272, 3.337], [2.548, 0.153, 4.078], [0.927, 0.065, 3.067], [-0.810, -0.204, 2.186], [-0.806, -1.429, 0.859], [-0.232, -0.962, -0.427], [-2.390, -1.789, 0.543], [-0.129, -2.851, 1.289], [1.637, 0.474, 1.561], [1.732, 1.851, 1.322], [0.967, 2.642, 2.467], [0.440, 1.716, 3.378], [6.982, 0.806, 3.932], [7.740, 2.323, 3.455], [8.593, 0.729, 3.221], [7.389, 2.206, -0.009], [7.494, 3.229, 1.484], [5.900, 2.802, 0.875], [5.897, 0.039, 0.401], [7.259, -1.813, 1.897], [6.514, -1.035, 3.296], [4.964, -2.297, 0.918], [5.398, -3.120, 2.403], [3.030, -1.668, 1.942], [4.237, -3.072, 4.371], [2.552, -2.511, 4.344], [3.095, -3.695, 3.138], [4.720, -0.123, 4.004], [4.004, 0.442, 2.509], [2.407, -0.526, 4.936], [2.617, 1.172, 4.504], [1.085, -1.371, 2.964], [0.280, -0.234, 4.333], [-1.081, 0.751, 1.708], [-1.550, -0.459, 2.950], [-2.535, -1.663, -0.406], [0.821, -2.714, 1.123], [2.761, 2.248, 1.279], [1.136, 2.039, 0.410], [1.679, 3.250, 3.078], [0.274, 3.424, 2.095], [-5.049, 1.167, 2.703], [-3.910, 1.705, 3.538], [-2.978, 1.004, 3.881], [-3.957, 3.019, 3.897], [-4.982, 3.995, 3.577], [-4.868, 0.115, 2.497], [-5.994, 1.261, 3.243], [-5.109, 1.702, 1.753], [-3.166, 3.310, 4.451], [-4.522, 4.820, 3.025], [-5.403, 4.385, 4.507], [-5.776, 3.558, 2.976], [-0.139, -3.821, -2.059], [0.728, -4.301, -3.194], [1.915, -4.558, -3.052], [0.143, -4.444, -4.418], [-1.236, -4.192, -4.790], [0.458, -3.753, -1.156], [-0.539, -2.830, -2.277], [-0.953, -4.527, -1.882], [0.778, -4.767, -5.131], [-1.668, -5.115, -5.184], [-1.248, -3.436, -5.575], [-1.826, -3.850, -3.946], [-7.557, 4.555, -0.334], [-7.630, 3.492, 0.733], [-7.442, 3.744, 1.915], [-7.913, 2.222, 0.345], [-8.164, 1.725, -0.995], [-7.323, 5.508, 0.133], [-6.771, 4.318, -1.053], [-8.516, 4.645, -0.847], [-7.944, 1.567, 1.111], [-9.159, 1.277, -1.025], [-7.426, 0.955, -1.229], [-8.103, 2.516, -1.735], [-0.112, -0.932, -7.424], [-0.622, -1.977, -8.386], [-0.939, -3.097, -8.018], [-0.722, -1.635, -9.700], [-0.397, -0.368, -10.326], [-0.089, -1.352, -6.423], [0.900, -0.628, -7.695], [-0.774, -0.064, -7.421], [-1.068, -2.381, -10.283], [-1.292, 0.026, -10.813], [0.370, -0.534, -11.085], [-0.035, 0.356, -9.604]], "atomic_forces_ev_per_a": [[-0.928, -0.267, -0.039], [0.906, 1.807, 0.268], [-0.030, -0.762, 0.744], [-0.397, -0.901, 0.731], [0.002, -0.507, -1.457], [-0.013, -0.126, 0.698], [-0.178, -0.433, -0.032], [0.170, 0.213, 0.059], [-0.118, 0.769, -0.082], [0.426, -0.118, -0.382], [-1.299, -1.446, 2.125], [0.120, -0.733, -0.675], [-0.455, 1.296, -0.533], [0.157, -0.061, -0.180], [0.381, -0.392, 0.555], [-0.445, 0.638, -0.074], [0.593, 0.578, 0.442], [-1.639, 0.552, 0.199], [1.386, 0.104, 1.240], [0.080, 0.559, -1.104], [0.290, 0.173, -0.119], [0.269, -0.324, -0.086], [-0.110, 0.325, -0.087], [-0.280, 0.471, 0.068], [0.016, -0.192, -0.391], [0.277, -0.096, -0.336], [0.079, -0.214, 0.259], [-0.238, 0.102, 0.265], [-0.068, 0.096, -0.268], [0.134, 0.298, 0.255], [-0.055, 0.274, -0.227], [0.208, 0.214, 0.248], [-0.223, 0.065, -0.219], [0.164, -0.045, -0.290], [0.168, 0.156, 0.224], [-0.267, -0.314, -0.120], [0.001, -0.243, 0.229], [-0.166, 0.253, -0.238], [0.300, -0.308, -0.218], [0.586, 0.182, -0.566], [-0.140, 0.155, -0.169], [-0.210, -0.448, -0.002], [0.187, 0.078, -0.199], [0.326, -0.062, 0.239], [-0.229, -0.127, 0.258], [-0.176, -0.421, -0.314], [0.783, 0.121, -0.125], [0.128, -0.134, -0.581], [-0.320, -0.801, -0.131], [-0.061, -0.116, -0.057], [0.354, -0.075, 0.146], [-0.372, 0.003, 0.165], [-0.181, -0.051, -0.076], [0.509, -0.168, 0.232], [0.153, 0.046, 0.057], [-0.047, 0.132, -0.128], [-0.147, 0.044, 0.049], [0.027, -0.061, -0.065], [-0.212, 0.082, -0.056], [-0.178, 0.100, -0.124], [0.262, 0.130, 0.238], [0.062, -0.130, -0.131], [0.207, -0.058, 0.062], [-0.057, -0.021, -0.032], [-0.034, 0.047, 0.292], [0.389, -0.070, -0.293], [0.027, 0.036, -0.073], [-0.053, -0.010, 0.144], [-0.083, 0.105, -0.015], [-0.055, 0.040, -0.017], [-0.218, 0.109, -0.007], [-0.285, -0.059, -0.030], [0.116, -0.044, 0.063], [0.020, 0.066, 0.017], [-0.010, -0.127, 0.254], [-0.328, 0.103, -0.292], [-0.003, 0.306, -0.098], [0.025, -0.312, 0.423], [-0.001, -0.084, 0.088], [-0.105, 0.007, -0.094], [0.079, -0.030, -0.123], [0.040, -0.010, -0.045], [0.007, 0.014, -0.213], [-0.049, 0.028, -0.204], [0.017, 0.028, 0.070], [-0.017, -0.044, 0.034], [-0.054, -0.222, 0.048], [0.018, 0.055, -0.025], [0.070, 0.117, 0.247], [-0.187, -0.439, -0.251], [-0.015, -0.064, -0.064], [-0.054, 0.132, 0.010], [0.124, 0.076, -0.027], [0.017, 0.032, 0.008], [0.099, 0.202, -0.006], [0.043, 0.222, 0.004], [-0.016, -0.068, 0.034]]}